Entry from the OMol25 dataset: a structure of composition AsF6H22O11 at a distorted geometry (the ωB97M-V functional and the def2-TZVPD basis).

```
! RIJCOSX wB97M-V def2-TZVPD def2/J DEFGRID3
* xyz -1 1
As -0.435 0.474 -0.619
F -0.160 -1.241 -1.026
F -1.297 0.780 -2.162
F -2.034 -0.033 0.099
F 0.409 0.174 1.017
F 1.142 0.939 -1.286
F -0.917 2.144 -0.169
O 3.230 2.107 -2.214
O -1.657 -0.850 -4.643
O 4.173 0.693 -0.117
O -1.790 3.667 -2.288
O 1.704 -2.482 1.232
O -2.636 -0.590 2.579
O 0.192 -3.988 -1.852
O -3.394 2.014 2.248
O -1.326 -4.135 0.781
O 2.711 0.940 2.247
O -0.262 1.123 4.188
H -1.872 -3.418 1.103
H -3.378 -1.194 2.565
H -0.495 -3.719 0.552
H 3.836 1.042 -0.943
H 2.337 1.791 -2.078
H 0.983 -1.855 1.181
H -1.096 -0.204 -5.073
H 3.298 0.544 1.603
H -0.316 -3.202 -2.050
H 3.391 1.974 -3.149
H -0.626 0.700 3.411
H -1.715 -0.551 -3.736
H -1.172 3.272 -1.673
H 1.778 -2.688 2.164
H -1.866 -1.153 2.494
H 1.084 -3.772 -2.124
H -2.610 3.194 -2.140
H 0.121 1.937 3.862
H -2.628 2.212 1.710
H 4.828 1.332 0.164
H -3.391 1.061 2.330
H 1.858 0.961 1.812
*
```

Results
- Frontier orbital gap: 9.8 eV